Entry 1:
Formula: C27H34F13NO12
Source: the Open Molecules 2025 dataset
Level of theory: ωB97M-V/def2-TZVPD

Last columns: bonded neighbours and bond lengths (Å).
Atoms and positions in Å:
1 C 2.67349 -2.45607 2.12655  C2 1.646, H18 1.170, H19 1.190, H20 1.171
2 C 2.00083 -1.61073 0.88452  C1 1.646, O3 1.472, C4 1.673, H21 1.191
3 O 1.73118 -0.21757 1.27402  C2 1.472, H22 1.002
4 C 3.00253 -1.74051 -0.44859  C2 1.673, N5 1.513, H23 1.194, H24 1.176
5 N 2.47824 -1.00687 -1.66333  C4 1.513, C6 1.515, H25 1.064
6 C 3.01682 0.40407 -1.77720  N5 1.515, C7 1.647, H26 1.193, H27 1.191
7 C 1.88487 1.58700 -1.59670  C6 1.647, O8 1.471, H28 1.194, H29 1.170
8 O 0.65160 1.38132 -2.37199  C7 1.471, C9 1.471
9 C -0.47738 0.95652 -1.52995  O8 1.471, C10 1.513, C16 1.639
10 C -1.19221 -0.31023 -1.94814  C9 1.513, F11 1.509, C12 1.642
11 F -0.69228 -1.02307 -3.18112  C10 1.509
12 C -2.49332 -0.94666 -1.17409  C10 1.642, O13 1.337, C14 1.660
13 O -3.01674 -2.16098 -1.37113  C12 1.337
14 C -3.26955 0.01692 -0.06748  C12 1.660, C15 1.489, H30 1.189
15 C -2.56150 1.25296 0.36522  C14 1.489, C16 1.672, H31 1.184
16 C -1.07137 1.73814 -0.21696  C9 1.639, C15 1.672, O17 1.335
17 O -0.50777 2.76264 0.42765  C16 1.335
18 H 3.00839 -1.80165 3.03726  C1 1.170
19 H 3.65149 -2.97398 1.68976  C1 1.190
20 H 1.88222 -3.22447 2.51995  C1 1.171
21 H 0.97457 -2.09996 0.52863  C2 1.191
22 H 2.04105 -0.02705 2.20763  O3 1.002
23 H 3.02833 -2.91111 -0.68148  C4 1.194
24 H 4.10206 -1.45973 -0.14006  C4 1.176
25 H 2.76249 -1.55575 -2.52978  N5 1.064
26 H 3.66015 0.55871 -2.77001  C6 1.193
27 H 3.79587 0.56424 -0.89015  C6 1.191
28 H 2.37157 2.59406 -2.01375  C7 1.194
29 H 1.73041 1.74432 -0.44730  C7 1.170
30 H -4.33820 -0.26352 0.37311  C14 1.189
31 H -3.11939 1.93623 1.15436  C15 1.184
32 C 0.24669 4.16396 2.97322  C33 1.518, H41 1.095, H42 1.093, H43 1.094
33 C 1.03484 3.60563 4.14459  C32 1.518, O34 1.436, H44 1.095, H45 1.096
34 O 0.97729 4.49892 5.26773  C33 1.436, C35 1.371
35 C -0.16855 4.44850 6.01862  O34 1.371, O36 1.229, C37 1.527
36 O -1.11405 3.70257 5.77501  C35 1.229
37 C -0.08093 5.40994 7.20203  C35 1.527, F38 1.364, F39 1.364, F40 1.363
38 F 0.37778 6.64444 6.84555  C37 1.364
39 F 0.76555 4.95549 8.17021  C37 1.364
40 F -1.28206 5.61534 7.81274  C37 1.363
41 H 0.59347 5.17167 2.72278  C32 1.095
42 H 0.35374 3.52232 2.09439  C32 1.093
43 H -0.81749 4.24520 3.21370  C32 1.094
44 H 2.08953 3.51505 3.86461  C33 1.095
45 H 0.68937 2.60428 4.42626  C33 1.096
46 C -7.49654 4.86197 -2.10529  C47 1.518, H55 1.095, H56 1.093, H57 1.094
47 C -6.26802 5.26815 -1.31107  C46 1.518, O48 1.436, H58 1.095, H59 1.096
48 O -6.20021 4.54252 -0.07349  C47 1.436, C49 1.371
49 C -5.72115 3.26053 -0.15305  O48 1.371, O50 1.229, C51 1.527
50 O -5.36674 2.72630 -1.20124  C49 1.229
51 C -5.65788 2.62117 1.23248  C49 1.527, F52 1.364, F53 1.364, F54 1.363
52 F -6.79753 2.81772 1.95639  C51 1.364
53 F -4.63855 3.12702 1.98449  C51 1.364
54 F -5.46581 1.27241 1.18950  C51 1.363
55 H -8.40138 4.98263 -1.50101  C46 1.095
56 H -7.58970 5.46853 -3.01024  C46 1.093
57 H -7.44903 3.80913 -2.39883  C46 1.094
58 H -6.33502 6.33021 -1.05321  C47 1.095
59 H -5.34729 5.13503 -1.89066  C47 1.096
60 C -3.79326 -4.43074 -2.83673  C61 1.518, H69 1.095, H70 1.093, H71 1.094
61 C -3.12933 -5.72557 -3.26988  C60 1.518, O62 1.436, H72 1.095, H73 1.096
62 O -3.89489 -6.85981 -2.83383  C61 1.436, C63 1.371
63 C -4.99286 -7.17249 -3.59279  O62 1.371, O64 1.229, C65 1.527
64 O -5.33803 -6.54188 -4.58924  C63 1.229
65 C -5.68709 -8.41958 -3.04935  C63 1.527, F66 1.364, F67 1.364, F68 1.363
66 F -5.85412 -8.38244 -1.69576  C65 1.364
67 F -4.98047 -9.55593 -3.31356  C65 1.364
68 F -6.92866 -8.61219 -3.57782  C65 1.363
69 H -3.96196 -4.42909 -1.75507  C60 1.095
70 H -3.17215 -3.57062 -3.10115  C60 1.093
71 H -4.77171 -4.30866 -3.31070  C60 1.094
72 H -2.14475 -5.80646 -2.79763  C61 1.095
73 H -2.97007 -5.75761 -4.35386  C61 1.096
74 C 10.23910 -2.44114 -0.78262  C75 1.518, H83 1.095, H84 1.093, H85 1.094
75 C 9.72274 -1.40328 0.19780  C74 1.518, O76 1.436, H86 1.095, H87 1.096
76 O 8.68924 -0.60696 -0.40259  C75 1.436, C77 1.371
77 C 7.44303 -1.17607 -0.45175  O76 1.371, O78 1.229, C79 1.527
78 O 7.18631 -2.29912 -0.02446  C77 1.229
79 C 6.43298 -0.21084 -1.06869  C77 1.527, F80 1.364, F81 1.364, F82 1.363
80 F 6.89538 0.37838 -2.20907  C79 1.364
81 F 6.11132 0.80671 -0.21924  C79 1.364
82 F 5.25674 -0.81210 -1.40461  C79 1.363
83 H 10.56761 -1.96239 -1.71071  C74 1.095
84 H 11.07744 -2.99580 -0.35246  C74 1.093
85 H 9.45575 -3.15508 -1.05386  C74 1.094
86 H 10.53468 -0.71957 0.46660  C75 1.095
87 H 9.36833 -1.86345 1.12734  C75 1.096

Values from the calculation:
E_tot = -3304.79311 hartree
energy above the lowest of the compared OMol25 structures with the same formula, charge and spin = 9.563 eV
E_HOMO = -9.0 eV
charge = 0
SMILES = C[C@@H](O)CNCCOC1=C(F)C(=O)C=CC1=O.CCOC(=O)C(F)(F)F.CCOC(=O)C(F)(F)F.CCOC(=O)C(F)(F)F.CCOC(=O)C(F)(F)F
HOMO-LUMO gap = 6.90 eV

Charges computed using Löwdin, reported in e: C -0.074; C -0.341; O -0.117; C -0.192; N -0.067; C -0.185; C -0.154; O -0.097; C -0.029; C 0.054; F -0.047; C -0.141; O -0.032; C 0.036; C 0.038; C -0.119; O -0.036; H 0.081; H 0.090; H 0.086; H 0.148; H 0.096; H 0.144; H 0.109; H 0.124; H 0.136; H 0.114; H 0.145; H 0.115; H 0.132; H 0.109; C -0.061; C -0.207; O 0.009; C -0.326; O 0.141; C -0.472; F 0.139; F 0.141; F 0.140; H 0.089; H 0.043; H 0.080; H 0.125; H 0.125; C -0.064; C -0.208; O 0.013; C -0.321; O 0.141; C -0.469; F 0.151; F 0.132; F 0.110; H 0.085; H 0.084; H 0.077; H 0.127; H 0.128; C -0.077; C -0.203; O 0.009; C -0.326; O 0.140; C -0.472; F 0.138; F 0.140; F 0.139; H 0.078; H 0.065; H 0.080; H 0.127; H 0.126; C -0.064; C -0.209; O 0.012; C -0.318; O 0.142; C -0.457; F 0.149; F 0.144; F 0.057; H 0.085; H 0.084; H 0.077; H 0.127; H 0.127



Entry 2:
Formula: C27H34F8N2O3S3
Source: the Open Molecules 2025 dataset
Level of theory: ωB97M-V/def2-TZVPD

Last columns: bonded neighbours and bond lengths (Å).
Atoms and positions in Å:
1 C 2.25710 -3.48433 -0.73350  C2 1.668, H36 1.170, H37 1.191, H38 1.183
2 C 3.38137 -3.57710 0.49471  C1 1.668, N3 1.389, C4 1.673
3 N 3.19782 -4.37515 1.61725  C2 1.389, H39 1.044
4 C 4.74664 -2.62069 0.35713  C2 1.673, C5 1.673, H40 1.179, H41 1.188
5 C 4.15100 -1.05821 0.31504  C4 1.673, C6 1.651, C11 1.673
6 C 4.59989 0.05791 -0.81626  C5 1.651, C7 1.673, H42 1.179
7 C 3.91288 1.58280 -0.79549  C6 1.673, C8 1.640, C9 1.662
8 C 4.28416 2.78177 -1.85074  C7 1.640, H43 1.194, H44 1.193, H45 1.193
9 C 2.77762 1.94392 0.36385  C7 1.662, C10 1.672, N35 1.513
10 C 2.39126 0.78170 1.50199  C9 1.672, C11 1.639, S12 1.911
11 C 3.04728 -0.72057 1.52559  C5 1.673, C10 1.639, H46 1.194
12 S 1.07136 1.34253 2.76504  C10 1.911, C13 1.911
13 C -0.12905 2.34150 1.66357  S12 1.911, C14 1.642, C34 1.673
14 C -1.76044 2.26954 1.83404  C13 1.642, C15 1.668, H47 1.190
15 C -2.66452 3.16682 0.75634  C14 1.668, C16 1.649, H48 1.180
16 C -1.94681 4.06610 -0.42464  C15 1.649, C17 1.672, C33 1.672
17 C -2.78999 4.94989 -1.56628  C16 1.672, C18 1.643, H49 1.194, H50 1.180
18 C -4.36947 5.16746 -1.17075  C17 1.643, O19 1.472, H51 1.194, H52 1.192
19 O -5.18894 3.94473 -1.20525  C18 1.472, C20 1.471
20 C -6.54918 4.16711 -0.69131  O19 1.471, C21 1.653, H53 1.175, H54 1.182
21 C -7.12288 2.95082 0.26990  C20 1.653, F22 1.502, F23 1.511, C24 1.641
22 F -6.33565 3.02345 1.54699  C21 1.502
23 F -8.54261 3.32435 0.62650  C21 1.511
24 C -7.09997 1.46758 -0.43255  C21 1.641, F25 1.486, F26 1.483, C27 1.642
25 F -5.74707 0.89306 -0.21374  C24 1.486
26 F -7.38152 1.63849 -1.87865  C24 1.483
27 C -8.20309 0.40584 0.16185  C24 1.642, F28 1.508, F29 1.510, C30 1.672
28 F -8.21154 0.58163 1.65939  C27 1.508
29 F -9.53776 0.77209 -0.44274  C27 1.510
30 C -7.87682 -1.17700 -0.26588  C27 1.672, F31 1.502, F32 1.509, H55 1.173
31 F -8.12585 -1.29873 -1.74258  C30 1.502
32 F -8.86410 -2.09222 0.41682  C30 1.509
33 C -0.28167 4.14174 -0.55728  C16 1.672, C34 1.648, H56 1.172
34 C 0.63322 3.26656 0.49706  C13 1.673, C33 1.648, N35 1.514
35 N 2.14209 3.31660 0.38855  C9 1.513, C34 1.514, H57 1.059
36 H 1.55798 -4.42087 -0.79343  C1 1.170
37 H 1.54491 -2.54892 -0.54241  C1 1.191
38 H 2.77848 -3.26883 -1.77294  C1 1.183
39 H 4.03645 -4.20321 2.21537  N3 1.044
40 H 5.47413 -2.78390 1.26996  C4 1.179
41 H 5.26939 -2.82841 -0.68882  C4 1.188
42 H 5.39554 -0.23690 -1.63502  C6 1.179
43 H 5.24959 3.38397 -1.48917  C8 1.194
44 H 4.41030 2.41166 -2.97786  C8 1.193
45 H 3.42181 3.60424 -1.90305  C8 1.193
46 H 2.77749 -1.54974 2.34099  C11 1.194
47 H -2.25151 1.60060 2.68677  C14 1.190
48 H -3.83778 3.11357 0.87273  C15 1.180
49 H -2.70382 4.29999 -2.56376  C17 1.194
50 H -2.20168 5.94643 -1.79439  C17 1.180
51 H -4.81324 5.91899 -1.98491  C18 1.194
52 H -4.37615 5.70951 -0.10875  C18 1.192
53 H -7.31815 4.28188 -1.57172  C20 1.175
54 H -6.52772 5.13911 -0.01852  C20 1.182
55 H -6.77782 -1.49375 -0.00710  C30 1.173
56 H 0.28415 4.77356 -1.36553  C33 1.172
57 H 2.49806 3.83402 1.24173  N35 1.059
58 C -1.85436 -4.43644 0.70415  S59 1.809, H62 1.092, H63 1.093, H64 1.093
59 S -0.90433 -5.84022 0.07122  C58 1.809, O60 1.500, C61 1.808
60 O -0.38634 -5.45923 -1.28413  S59 1.500
61 C -2.32173 -6.93524 -0.17515  S59 1.808, H65 1.093, H66 1.092, H67 1.093
62 H -1.16618 -3.60979 0.89436  C58 1.092
63 H -2.59858 -4.12511 -0.03278  C58 1.093
64 H -2.34592 -4.71863 1.63835  C58 1.093
65 H -3.03770 -6.47338 -0.85960  C61 1.093
66 H -2.79887 -7.13952 0.78617  C61 1.092
67 H -1.96358 -7.87341 -0.60634  C61 1.093
68 C 9.38770 -0.94212 -0.48465  S69 1.809, H72 1.092, H73 1.093, H74 1.093
69 S 8.90716 -2.62991 -0.04396  C68 1.809, O70 1.500, C71 1.808
70 O 7.41434 -2.71876 -0.16244  S69 1.500
71 C 9.30694 -2.49011 1.71372  S69 1.808, H75 1.093, H76 1.092, H77 1.093
72 H 9.18596 -0.79066 -1.54742  C68 1.092
73 H 8.80826 -0.22313 0.09945  C68 1.093
74 H 10.45540 -0.80484 -0.29716  C68 1.093
75 H 8.73188 -1.67795 2.16548  C71 1.093
76 H 10.37693 -2.30447 1.83287  C71 1.092
77 H 9.04780 -3.43200 2.20366  C71 1.093

Values from the calculation:
E_tot = -3377.00502 hartree
E_HOMO = -7.8 eV
charge = 0
HOMO-LUMO gap = 7.88 eV

Charges computed using Löwdin, reported in e: C -0.065; C -0.313; N 0.052; C -0.152; C -0.121; C 0.020; C -0.115; C -0.136; C -0.150; C -0.372; C -0.025; S 0.771; C -0.385; C -0.052; C -0.007; C -0.121; C -0.154; C -0.215; O -0.200; C -0.086; C -0.142; F -0.009; F -0.003; C -0.126; F 0.028; F 0.041; C -0.101; F 0.019; F 0.014; C -0.034; F -0.027; F -0.036; C 0.038; C -0.174; N -0.059; H 0.044; H 0.090; H 0.089; H 0.018; H 0.107; H 0.106; H 0.094; H 0.088; H 0.086; H 0.072; H 0.107; H 0.097; H 0.073; H 0.132; H 0.124; H 0.141; H 0.146; H 0.157; H 0.155; H 0.186; H 0.093; H 0.131; C -0.267; S 0.810; O -0.566; C -0.275; H 0.048; H 0.056; H 0.052; H 0.056; H 0.051; H 0.050; C -0.268; S 0.838; O -0.582; C -0.269; H 0.050; H 0.059; H 0.052; H 0.059; H 0.052; H 0.051



Question: The highest E_HOMO belongs to which entry?
Answer: C27H34F8N2O3S3



Question: Number 2 is which compound?
Answer: C27H34F8N2O3S3



Question: The highest E_HOMO belongs to which entry?
Answer: C27H34F8N2O3S3



Question: Among the records above, which one has the lowest HOMO-LUMO gap?
Answer: C27H34F13NO12